# 1
The following is a DFT calculation (ωB97M-V with the def2-TZVPD basis set) of a structure of composition C43H32Cl3N5OPtS in a non-equilibrium geometry.

Each line ends with the Mulliken spin population.
Atoms and positions in Å:
Pt  0.039  0.071  -0.046  0.759
C  5.119  -2.743  -0.049  0.088
C  3.811  -3.112  -0.319  -0.051
C  2.856  -2.161  -0.600  0.082
C  3.161  -0.793  -0.567  -0.085
C  4.512  -0.440  -0.372  0.099
C  5.463  -1.399  -0.116  -0.044
N  2.181  0.168  -0.650  0.174
N  2.612  1.405  -0.572  0.453
C  1.702  2.370  -0.401  -0.072
C  2.128  3.710  -0.347  0.158
C  1.217  4.719  -0.151  -0.099
C  -0.137  4.430  -0.037  0.178
C  -0.567  3.107  -0.071  -0.120
C  0.316  2.056  -0.220  0.161
H  5.858  -3.492  0.191  0.008
H  3.527  -4.155  -0.302  -0.003
H  1.859  -2.482  -0.838  0.002
H  4.773  0.605  -0.412  0.022
H  6.490  -1.106  0.048  -0.002
H  3.183  3.915  -0.448  0.004
H  1.556  5.741  -0.077  -0.005
H  -0.851  5.228  0.113  0.012
H  -1.628  2.915  0.041  0.005
C  -4.184  0.556  -0.476  0.007
C  -4.646  0.616  0.828  0.000
C  -3.766  0.482  1.884  -0.004
C  -2.393  0.331  1.660  0.055
C  -1.918  0.308  0.331  0.151
C  -2.826  0.396  -0.713  0.003
C  -1.422  0.208  2.746  -0.043
C  -1.759  0.177  4.117  0.010
C  -0.779  0.096  5.068  -0.009
C  0.577  0.045  4.676  0.006
C  1.650  -0.025  5.580  -0.002
C  2.943  -0.074  5.122  0.003
C  3.206  -0.040  3.747  -0.003
C  2.180  0.022  2.842  -0.024
C  0.843  0.060  3.280  -0.022
N  -0.148  0.122  2.375  0.103
H  -4.871  0.654  -1.304  0.000
H  -5.696  0.782  1.020  0.000
H  -4.159  0.519  2.890  0.000
H  -2.464  0.368  -1.736  0.005
H  -2.793  0.224  4.413  0.002
H  -1.023  0.082  6.122  0.000
H  1.439  -0.022  6.641  0.000
H  3.764  -0.125  5.823  0.000
H  4.226  -0.045  3.393  -0.003
H  2.374  0.052  1.783  0.052
Cl  -2.487  -10.470  -5.708  0.000
C  -2.300  -9.063  -4.730  0.000
C  -2.422  -9.159  -3.350  0.000
C  -2.272  -8.018  -2.584  0.000
C  -2.003  -6.779  -3.153  0.000
C  -1.889  -5.560  -2.261  0.000
C  -0.449  -5.016  -2.178  0.002
N  -0.364  -4.036  -1.131  0.001
C  -0.185  -4.279  0.202  -0.002
C  -0.176  -3.061  0.817  -0.002
N  -0.346  -2.089  -0.117  -0.019
C  -0.471  -2.702  -1.272  0.010
O  -2.699  -4.490  -2.707  0.000
C  -4.032  -4.527  -2.233  0.000
C  -4.080  -4.245  -0.758  0.000
C  -4.421  -5.158  0.197  0.000
Cl  -5.006  -6.745  -0.072  0.000
S  -4.223  -4.550  1.808  0.000
C  -3.644  -3.054  1.181  0.000
C  -3.630  -3.031  -0.173  0.000
C  -1.876  -6.713  -4.541  0.000
Cl  -1.544  -5.222  -5.336  0.000
C  -2.029  -7.845  -5.329  0.000
H  -2.638  -10.108  -2.888  0.000
H  -2.379  -8.094  -1.512  0.000
H  -2.196  -5.853  -1.246  0.000
H  -0.209  -4.545  -3.133  0.000
H  0.254  -5.830  -1.980  0.000
H  -0.076  -5.274  0.585  0.000
H  -0.061  -2.829  1.857  0.002
H  -0.647  -2.225  -2.217  -0.004
H  -4.495  -5.500  -2.448  0.000
H  -4.546  -3.744  -2.794  0.000
H  -3.362  -2.271  1.856  0.000
H  -3.308  -2.182  -0.748  0.002
H  -1.937  -7.771  -6.403  0.000

Results
Total charge: 0
Expectation value of S²: 2.0349
Kohn-Sham gap (alpha / beta), eV: 4.9 / 5.8
HOMO (alpha / beta), eV: -5.373 / -7.031
LUMO level (alpha / beta), eV: -0.455 / -1.213
Multiplicity: 3


# 2
The following is a DFT calculation (ωB97M-V with the def2-TZVPD basis set) of a structure of composition C26H34N6O6S2Sc.

Each line ends with the Mulliken charge.
Atoms and positions in Å:
Sc  -0.075  -0.282  -0.472  -0.679
O  3.691  -0.202  -2.621  -0.437
C  2.691  -0.134  -1.774  0.328
O  1.517  -0.103  -2.115  -0.380
C  3.060  -0.093  -0.334  0.391
C  4.324  -0.104  0.214  -0.552
C  4.416  -0.048  1.607  -0.494
C  3.270  0.017  2.380  -0.896
C  2.041  0.012  1.731  0.597
N  1.964  -0.037  0.417  0.452
C  0.683  0.087  2.401  0.186
O  0.575  0.236  3.588  -0.671
O  -0.300  0.023  1.524  0.095
H  3.342  -0.232  -3.528  0.398
H  5.202  -0.154  -0.413  0.587
H  5.389  -0.054  2.079  0.469
H  3.299  0.064  3.459  0.571
C  -2.934  4.878  0.490  -1.036
N  -2.015  4.123  -0.342  -0.138
C  -1.463  2.962  0.004  0.674
N  -1.781  2.428  1.174  -0.084
S  -0.356  2.247  -1.107  -0.501
H  -3.190  5.798  -0.027  0.351
H  -2.474  5.141  1.444  0.342
H  -3.854  4.319  0.669  0.315
H  -1.762  4.476  -1.249  0.257
H  -2.431  2.882  1.794  0.226
H  -1.351  1.556  1.475  0.008
C  -6.145  -0.423  -2.954  -0.945
C  -6.152  -1.933  -3.164  -0.111
C  -4.969  -2.441  -3.987  -0.942
C  -3.605  -2.122  -3.388  -0.780
N  -3.486  -2.699  -2.050  0.178
C  -2.980  -2.131  -0.962  0.046
S  -2.598  -0.443  -0.958  -0.447
N  -2.826  -2.904  0.113  0.123
C  -2.543  -2.484  1.486  0.170
C  -3.674  -2.837  2.446  -1.057
C  -4.911  -1.943  2.375  -0.543
C  -5.714  -2.023  1.078  -0.763
H  -7.052  -0.098  -2.444  0.363
H  -6.094  0.104  -3.910  0.344
H  -5.294  -0.102  -2.349  0.112
H  -7.072  -2.229  -3.671  0.364
H  -6.166  -2.435  -2.192  0.084
H  -4.995  -1.999  -4.986  0.413
H  -5.058  -3.523  -4.132  0.364
H  -3.448  -1.052  -3.298  0.512
H  -2.800  -2.523  -4.006  0.234
H  -3.721  -3.680  -1.986  0.284
H  -3.070  -3.880  0.008  0.328
H  -2.361  -1.412  1.480  -0.095
H  -1.618  -2.968  1.804  0.036
H  -3.259  -2.782  3.455  0.421
H  -3.962  -3.884  2.297  0.382
H  -4.606  -0.907  2.555  0.232
H  -5.563  -2.215  3.208  0.409
H  -5.207  -1.533  0.247  -0.001
H  -6.679  -1.531  1.197  0.470
H  -5.910  -3.061  0.798  0.271
O  -0.477  -2.710  -2.694  -0.638
C  -0.059  -3.158  -1.646  -0.199
N  0.309  -2.381  -0.558  1.310
C  0.747  -3.204  0.474  -0.282
O  1.151  -2.820  1.551  -0.620
C  0.610  -4.625  0.019  0.356
C  0.880  -5.811  0.668  -0.538
C  0.643  -6.989  -0.037  -0.531
C  0.159  -6.962  -1.343  -0.561
C  -0.107  -5.756  -1.988  -0.604
C  0.126  -4.596  -1.277  0.534
H  1.261  -5.818  1.681  0.527
H  0.841  -7.945  0.430  0.425
H  -0.007  -7.897  -1.862  0.431
H  -0.474  -5.726  -3.005  0.549

Results
Total charge: +1
Kohn-Sham gap, eV: 8.1
HOMO, eV: -11.461
LUMO level, eV: -3.330


# 3
The following is a DFT calculation (ωB97M-V with the def2-TZVPD basis set) of an isolated molecule of C5H9NO in a non-equilibrium geometry.

Each line ends with the natural charge from an NBO analysis.
Atoms and positions in Å:
C  -0.569  -1.162  0.108  -0.154
C  0.225  -0.078  -0.113  0.020
C  1.777  -0.274  0.220  0.600
C  -2.053  -1.147  0.157  -0.687
C  -0.296  1.305  -0.493  -0.719
N  2.377  0.882  0.364  -0.815
O  2.221  -1.352  0.479  -0.617
H  -0.078  -2.174  0.272  0.216
H  -2.442  -2.115  0.474  0.241
H  -2.322  -0.204  0.571  0.216
H  -2.593  -1.097  -0.896  0.206
H  -1.425  1.085  -0.737  0.231
H  -0.241  2.069  0.291  0.226
H  0.145  1.658  -1.535  0.238
H  1.859  1.688  0.242  0.390
H  3.416  0.915  0.596  0.408

Results
Total charge: 0
Expectation value of S²: 2.0078
Kohn-Sham gap (alpha / beta), eV: 6.2 / 7.5
HOMO (alpha / beta), eV: -5.391 / -9.517
LUMO level (alpha / beta), eV: 0.796 / -1.972
Multiplicity: 3